The following is a quantum chemistry calculation of a molecular structure, C16H24N2O2, from the OMol25 dataset.

Geometry as XYZ:
```
44
Properties=species:S:1:pos:R:3:forces:R:3:nbo_charge:R:1
C 4.340 -3.498 3.155 0.4 3.3 1.1 -0.440
C 3.174 -2.823 2.731 3.0 -7.8 -0.2 -0.177
C 2.949 -1.350 2.617 1.6 -5.4 4.6 -0.301
N 2.486 -0.921 1.486 0.9 2.6 -4.2 -0.416
C 1.251 -0.388 1.544 -1.2 -4.1 -2.9 0.658
O 0.501 -0.575 2.478 -0.2 1.5 1.2 -0.606
C 0.684 -0.290 0.180 3.6 5.2 -5.2 -0.484
H 1.424 0.802 -0.342 -1.6 -2.8 1.3 0.163
C -0.626 0.302 0.072 -5.0 -2.8 0.3 -0.525
H -0.888 1.153 0.770 0.6 -0.8 -1.1 0.250
C -1.158 0.478 -1.476 -1.8 2.4 9.2 0.755
O -0.392 0.428 -2.360 -0.3 -0.2 -2.6 -0.565
N -2.538 1.140 -1.241 8.6 -4.6 -15.7 -0.468
C -3.414 1.224 -0.359 2.3 2.4 12.1 -0.208
C -3.210 2.786 0.226 -5.7 -6.0 -0.7 -0.171
C -4.341 3.341 0.503 -0.2 6.2 2.1 -0.385
H -4.295 4.494 0.942 -0.2 -2.8 -1.2 0.176
H -5.362 3.070 0.353 -0.2 -1.0 -0.1 0.203
H -2.290 3.117 0.230 4.5 1.8 0.4 0.186
H -3.190 0.459 0.521 -0.6 1.5 -1.2 0.193
H -4.345 1.118 -0.563 -6.1 -0.7 -1.9 0.195
C -3.047 1.112 -2.746 -1.6 7.5 5.0 -0.239
C -3.331 2.714 -2.961 2.8 -1.7 2.3 -0.190
C -4.515 3.114 -3.289 3.2 8.3 -0.7 -0.365
H -4.435 4.520 -3.553 -0.9 -4.3 1.1 0.155
H -5.374 2.724 -3.576 -3.5 -2.2 -1.3 0.183
H -2.557 3.479 -2.446 -1.6 -2.0 -1.8 0.222
H -3.962 0.761 -3.036 -2.3 -2.0 0.2 0.194
H -2.336 0.883 -3.369 4.0 -1.7 -3.0 0.208
H -1.377 -0.604 0.531 1.5 2.3 -1.1 0.206
H 0.924 -0.920 -0.811 -0.3 0.5 3.0 0.282
C 3.513 -1.041 0.384 -17.2 -0.9 -6.9 -0.187
C 3.316 -2.512 -0.314 6.2 5.6 3.7 -0.131
C 4.381 -3.218 -0.415 0.1 -4.4 -3.3 -0.392
H 4.293 -4.228 -0.926 -0.3 0.9 0.8 0.189
H 5.395 -2.988 -0.525 1.4 1.2 1.2 0.205
H 2.419 -2.693 -0.510 -7.4 -2.3 -1.6 0.172
H 4.298 -1.182 0.703 14.4 -0.7 5.9 0.160
H 3.214 -0.414 -0.439 0.9 1.0 0.2 0.228
H 2.328 -1.360 3.423 -2.9 1.3 1.9 0.270
H 3.769 -0.952 3.053 3.3 1.9 0.7 0.194
H 2.459 -3.807 2.440 0.9 3.6 0.3 0.221
H 4.619 -4.586 3.262 -1.3 1.2 -0.4 0.215
H 5.243 -2.870 3.655 -2.0 -1.1 -1.5 0.167
```
Forces are in eV/Å.

Output
- Spin multiplicity: 1
- Lowest unoccupied orbital energy: 0.66 eV
- Energy relative to the best compared isomer or geometry (same formula, charge and spin): 1874.2 kJ/mol
- Gap between HOMO and LUMO: 9.149 eV
- Energy: -24038.9974 eV
- HOMO level: -8.487 eV



The following is a quantum chemistry calculation of C16H24N2O4S in the gas phase, from the OMol25 dataset.

Geometry as XYZ:
```
47
Properties=species:S:1:pos:R:3:forces:R:3:nbo_charge:R:1
C 5.072 -2.967 -3.114 0.1 0.0 -0.1 -0.624
C 3.785 -2.502 -2.473 -0.5 0.4 -0.7 -0.647
S 2.735 -1.817 -3.800 -0.1 0.0 0.2 2.324
O 2.412 -2.879 -4.707 -0.1 -0.3 0.2 -0.953
O 3.379 -0.647 -4.323 0.1 0.2 0.3 -0.954
N 1.318 -1.324 -3.098 0.7 -0.2 -0.5 -0.686
C 1.387 -0.166 -2.238 0.2 0.7 0.2 -0.249
C -0.001 0.465 -2.148 0.1 -0.2 0.1 -0.384
C -1.039 -0.552 -1.647 0.0 0.0 0.0 -0.293
C -0.808 -0.873 -0.173 -0.6 0.2 -0.4 0.684
O 0.197 -1.406 0.258 0.5 -0.2 0.1 -0.657
N -1.833 -0.522 0.633 -0.4 0.1 0.2 -0.602
C -1.770 -0.641 2.077 0.1 -0.1 0.1 -0.246
C -1.788 0.715 2.731 -0.2 -0.1 0.1 -0.083
C -2.801 1.089 3.597 0.2 -0.2 -0.2 -0.178
C -2.821 2.348 4.177 0.0 0.4 0.2 -0.333
C -1.817 3.263 3.883 0.0 -0.1 -0.1 0.384
O -1.737 4.524 4.387 0.2 -0.1 -0.2 -0.509
C -2.727 4.955 5.288 -0.2 0.1 0.1 -0.254
C -0.796 2.891 3.005 0.0 0.1 0.1 -0.275
C -0.784 1.636 2.441 -0.1 0.1 0.1 -0.177
C -0.975 -1.819 -2.514 0.2 0.0 0.2 -0.395
C 0.449 -2.362 -2.596 -0.4 -0.7 0.0 -0.246
H 4.848 -3.716 -3.869 0.1 -0.1 0.0 0.229
H 5.557 -2.125 -3.601 0.1 0.0 0.0 0.229
H 5.750 -3.393 -2.376 0.0 0.0 0.0 0.218
H 3.227 -3.317 -2.023 -0.1 0.0 0.1 0.230
H 3.943 -1.701 -1.756 -0.1 0.1 0.1 0.230
H 2.100 0.524 -2.689 -0.1 0.1 0.1 0.238
H 1.726 -0.443 -1.231 0.0 0.1 -0.1 0.203
H -0.298 0.801 -3.143 0.0 0.1 0.0 0.216
H 0.031 1.330 -1.482 0.0 0.0 0.0 0.214
H -2.036 -0.111 -1.754 0.1 0.0 0.0 0.207
H -2.624 -0.024 0.257 0.1 0.0 -0.1 0.397
H -0.834 -1.164 2.296 -0.2 0.0 0.0 0.247
H -2.610 -1.248 2.431 0.1 0.0 0.0 0.199
H -3.589 0.390 3.835 -0.1 -0.1 0.0 0.209
H -3.625 2.599 4.852 -0.1 0.1 0.1 0.219
H -2.456 5.975 5.558 -0.1 -0.1 0.0 0.202
H -2.748 4.336 6.190 0.0 0.0 0.0 0.176
H -3.720 4.957 4.825 0.0 0.0 0.0 0.175
H -0.022 3.610 2.788 0.1 0.1 0.0 0.224
H 0.014 1.354 1.769 0.1 0.0 -0.1 0.217
H -1.636 -2.587 -2.106 0.0 0.0 -0.1 0.216
H -1.313 -1.566 -3.520 0.0 0.0 0.0 0.216
H 0.509 -3.193 -3.298 -0.2 0.0 0.1 0.237
H 0.767 -2.695 -1.599 0.0 0.0 -0.1 0.206
```
Forces are in eV/Å.

Output
- Spin multiplicity: 1
- Lowest unoccupied orbital energy: 0.61 eV
- Energy relative to the best compared isomer or geometry (same formula, charge and spin): 39.4 kJ/mol
- Gap between HOMO and LUMO: 9.253 eV
- Energy: -38987.2242 eV
- HOMO level: -8.641 eV



The following is a quantum chemistry calculation of C16H24N2O4S2 in the gas phase, from the OMol25 dataset.

Geometry as XYZ:
```
48
Properties=species:S:1:pos:R:3:forces:R:3:nbo_charge:R:1
O -2.902 -0.521 2.494 0.2 0.2 0.0 -0.940
S -2.766 -0.237 1.092 0.3 0.6 0.3 2.309
O -3.080 -1.268 0.151 -0.1 0.2 -0.3 -0.938
N -3.587 1.181 0.736 0.6 -0.5 0.2 -0.862
C -4.842 1.163 -0.006 -0.3 -0.3 -0.3 -0.048
C -4.616 0.788 -1.478 -0.2 0.2 -0.1 -0.417
C -5.880 0.029 -1.869 0.2 -0.1 0.0 -0.399
C -6.154 -0.812 -0.626 -0.2 0.0 0.0 -0.406
C -5.882 0.152 0.531 -0.1 -0.1 0.0 -0.431
C -1.090 0.330 0.793 -0.3 -0.2 0.2 -0.311
C -0.635 0.409 -0.511 0.2 0.0 -0.2 -0.135
C 0.647 0.874 -0.752 -0.3 -0.1 -0.1 -0.179
C 1.437 1.246 0.320 0.5 0.1 0.1 -0.331
S 3.101 1.820 -0.013 0.2 -0.2 -0.3 2.316
O 3.074 2.798 -1.059 -0.1 -0.1 -0.2 -0.935
O 3.723 2.167 1.234 -0.2 -0.2 0.1 -0.940
N 3.747 0.438 -0.681 -0.4 0.8 0.1 -0.869
C 4.137 -0.608 0.245 0.0 -0.2 0.5 -0.059
C 5.518 -0.371 0.876 0.0 0.1 -0.1 -0.424
C 6.478 -1.107 -0.054 -0.1 -0.1 0.2 -0.405
C 5.718 -2.395 -0.367 0.1 0.0 -0.1 -0.404
C 4.254 -1.955 -0.502 0.0 0.0 0.1 -0.417
C 0.985 1.167 1.623 0.1 0.1 0.0 -0.176
C -0.299 0.703 1.863 -0.1 -0.1 0.1 -0.198
H -3.662 1.695 1.600 0.1 0.1 0.2 0.403
H -5.236 2.182 0.060 0.1 -0.1 0.0 0.210
H -3.761 0.118 -1.536 0.0 0.0 -0.1 0.219
H -4.427 1.663 -2.098 0.1 0.0 0.0 0.212
H -6.702 0.727 -2.044 -0.1 0.0 -0.1 0.192
H -5.740 -0.575 -2.763 -0.1 0.0 -0.1 0.214
H -5.440 -1.634 -0.586 -0.1 -0.1 0.0 0.221
H -7.165 -1.216 -0.601 0.0 -0.1 0.0 0.209
H -6.797 0.672 0.821 0.0 0.0 0.1 0.208
H -5.489 -0.367 1.404 -0.2 0.0 0.1 0.221
H -1.285 0.096 -1.313 0.0 0.0 -0.2 0.231
H 1.048 0.959 -1.748 0.0 -0.1 -0.2 0.242
H 4.454 0.657 -1.367 0.1 0.3 -0.2 0.405
H 3.348 -0.624 1.001 0.1 -0.2 0.0 0.212
H 5.725 0.692 0.977 0.0 0.0 0.1 0.234
H 5.546 -0.822 1.869 0.0 0.0 0.1 0.209
H 7.445 -1.295 0.408 0.1 0.1 -0.1 0.218
H 6.639 -0.531 -0.967 0.1 0.1 -0.1 0.189
H 6.083 -2.887 -1.267 0.0 -0.1 0.0 0.213
H 5.824 -3.089 0.467 0.0 -0.1 0.0 0.200
H 3.572 -2.696 -0.090 -0.1 0.0 -0.1 0.221
H 3.987 -1.799 -1.546 -0.1 0.0 0.0 0.213
H 1.645 1.473 2.421 0.0 0.0 0.1 0.251
H -0.698 0.610 2.861 0.0 0.0 0.1 0.249
```
Forces are in eV/Å.

Output
- Spin multiplicity: 1
- Lowest unoccupied orbital energy: 0.08 eV
- Energy relative to the best compared isomer or geometry (same formula, charge and spin): 91.3 kJ/mol
- Gap between HOMO and LUMO: 9.824 eV
- Energy: -49821.6348 eV
- HOMO level: -9.746 eV



The following is a quantum chemistry calculation of 8 unconnected molecules or ions with the total composition C16H24N8, from the OMol25 dataset.

Geometry as XYZ:
```
48
Properties=species:S:1:pos:R:3:forces:R:3:nbo_charge:R:1
C 0.289 0.165 -4.246 0.2 -0.6 -0.3 -0.717
C 1.439 -0.048 -5.133 0.2 0.5 0.2 0.300
N 2.326 -0.196 -5.849 -0.2 -0.1 0.1 -0.343
H 0.338 -0.566 -3.440 -0.1 -0.1 -0.1 0.241
H -0.593 -0.019 -4.858 -0.2 0.1 0.3 0.250
H 0.256 1.140 -3.770 0.2 0.2 -0.3 0.268
C -0.650 -0.785 3.340 0.9 0.6 1.4 -0.713
C -0.212 -0.965 4.749 -0.3 -0.1 -0.2 0.289
N 0.227 -1.075 5.807 -0.2 0.0 -0.3 -0.349
H 0.267 -0.376 2.914 -0.2 -0.2 -0.7 0.251
H -1.410 -0.013 3.274 -0.2 -0.2 0.0 0.257
H -0.955 -1.719 2.890 0.0 0.0 -0.1 0.263
C 3.456 1.527 0.320 -0.9 0.1 -1.2 -0.713
C 2.902 1.254 -1.022 0.5 -0.1 0.1 0.299
N 2.536 1.079 -2.095 -0.2 0.0 0.0 -0.347
H 3.551 2.612 0.336 0.2 0.0 0.5 0.253
H 4.409 1.020 0.420 0.0 0.1 0.2 0.251
H 2.706 1.174 1.022 0.3 0.1 0.4 0.257
C 1.669 5.815 -1.751 -0.6 0.5 0.5 -0.723
C 0.697 4.734 -1.708 0.0 -0.1 -0.3 0.306
N -0.066 3.879 -1.714 -0.1 -0.2 0.1 -0.355
H 1.815 6.158 -2.772 0.4 -0.3 -0.1 0.264
H 2.569 5.518 -1.220 0.2 0.0 -0.4 0.252
H 1.250 6.672 -1.216 0.0 -0.1 0.0 0.257
C -1.505 -3.746 -1.124 0.3 0.5 -0.1 -0.729
C -2.289 -4.385 -2.152 -0.5 -0.5 -0.3 0.285
N -2.859 -4.892 -3.010 0.0 0.1 0.1 -0.332
H -1.072 -4.478 -0.446 0.1 0.0 -0.1 0.253
H -2.082 -3.022 -0.553 -0.1 -0.1 0.0 0.271
H -0.737 -3.207 -1.686 0.3 0.0 0.5 0.249
C 4.179 -1.923 2.201 -0.3 0.1 0.0 -0.726
C 2.873 -1.616 1.620 0.4 -0.3 0.1 0.327
N 1.857 -1.395 1.141 -0.3 0.1 -0.1 -0.385
H 4.095 -2.826 2.803 0.1 0.0 0.0 0.268
H 4.480 -1.098 2.844 0.1 0.0 0.0 0.259
H 4.895 -2.079 1.398 0.1 0.0 0.1 0.261
C -0.503 0.568 -0.281 0.9 -0.2 0.8 -0.742
C -1.580 -0.254 0.240 -0.6 0.5 -0.6 0.340
N -2.507 -0.828 0.599 0.1 -0.2 0.2 -0.401
H -0.117 0.191 -1.222 -0.2 0.0 -0.2 0.264
H 0.316 0.447 0.436 0.1 0.1 -0.2 0.259
H -0.726 1.631 -0.329 -0.4 -0.1 -0.2 0.283
C -5.702 -1.081 2.122 0.8 -0.6 -0.1 -0.742
C -6.432 0.143 2.352 -0.1 0.1 0.0 0.291
N -6.988 1.120 2.581 -0.1 0.1 0.0 -0.337
H -6.195 -1.789 1.458 -0.4 0.2 0.1 0.255
H -5.487 -1.574 3.071 -0.2 0.0 0.0 0.250
H -4.732 -0.891 1.656 -0.1 0.3 0.0 0.280
```
Forces are in eV/Å.

Output
- Spin multiplicity: 1
- Lowest unoccupied orbital energy: -0.17 eV
- Energy relative to the best compared isomer or geometry (same formula, charge and spin): 79.3 kJ/mol
- Gap between HOMO and LUMO: 11.260 eV
- Energy: -28899.3123 eV
- HOMO level: -11.432 eV



The following is a quantum chemistry calculation of a molecular structure, C16H24N8, from the OMol25 dataset.

Geometry as XYZ:
```
48
Properties=species:S:1:pos:R:3:forces:R:3:nbo_charge:R:1
C 2.716 2.587 2.139 1.7 1.2 0.2 -0.714
C 2.377 3.556 3.159 -1.3 4.9 3.0 0.303
N 2.142 4.462 3.911 1.0 -4.3 -3.2 -0.355
H 2.121 2.658 1.228 0.3 0.6 0.3 0.263
H 2.513 1.596 2.545 1.1 2.3 -0.2 0.250
H 3.757 2.721 1.847 0.1 0.1 0.3 0.247
C 2.467 -0.299 2.568 1.1 -2.3 0.5 -0.701
C 3.359 0.259 1.549 -3.5 -3.0 3.5 0.288
N 4.064 0.653 0.789 3.6 1.4 -4.1 -0.332
H 1.521 -0.667 2.169 0.9 -0.3 0.2 0.235
H 2.253 0.397 3.379 0.0 -0.5 0.0 0.265
H 3.010 -1.146 2.989 0.0 -0.2 0.2 0.253
C -0.082 1.751 -2.360 1.0 0.0 -0.4 -0.775
C -0.204 2.560 -1.187 -1.5 2.5 1.5 0.254
N -0.413 3.268 -0.287 0.5 -1.2 -1.2 -0.300
H -0.689 0.848 -2.292 1.6 1.6 -0.1 0.261
H 0.977 1.496 -2.327 0.1 -0.2 -0.9 0.251
H -0.439 2.212 -3.281 0.6 0.5 0.2 0.291
C -1.361 -2.813 -0.031 0.1 -2.7 -0.2 -0.749
C -2.397 -3.830 -0.393 0.0 -0.1 -0.5 0.295
N -3.171 -4.655 -0.648 0.9 1.1 0.3 -0.323
H -1.718 -1.783 -0.002 -0.5 -1.2 -0.3 0.233
H -0.405 -2.938 -0.538 -0.6 0.0 -1.0 0.244
H -1.036 -3.172 0.946 -0.3 0.4 -0.1 0.295
C -1.366 -0.138 2.675 -1.0 -3.5 1.0 -0.692
C -1.907 -1.544 2.438 0.8 5.2 2.3 0.292
N -2.250 -2.604 2.308 -1.7 -3.1 0.6 -0.377
H -2.113 0.618 2.432 0.5 0.0 -0.3 0.266
H -0.420 -0.198 2.138 -1.9 -0.1 1.3 0.253
H -1.009 -0.043 3.700 -0.5 0.0 0.2 0.264
C -2.233 -0.125 -1.961 -4.2 -0.1 -1.7 -0.721
C -2.325 0.594 -3.264 -0.4 1.5 -2.8 0.278
N -2.304 1.163 -4.301 -0.3 -2.1 3.4 -0.331
H -1.575 0.341 -1.227 -2.4 -0.5 -1.4 0.221
H -2.048 -1.168 -2.218 -0.1 0.3 0.4 0.264
H -3.251 -0.148 -1.572 -0.2 0.3 0.2 0.275
C 0.268 -1.440 -3.815 0.6 0.4 0.0 -0.747
C 0.035 -1.108 -2.390 1.7 -0.1 0.8 0.472
N -0.095 -0.811 -1.250 -1.5 -10.7 -15.6 -0.564
H 1.318 -1.289 -4.068 0.2 -0.2 0.2 0.268
H -0.246 -0.800 -4.531 -0.4 0.3 0.5 0.289
H -0.030 -2.455 -4.076 0.1 -0.1 0.5 0.274
C -0.255 -0.061 0.195 3.6 4.3 5.7 -0.614
C 0.345 0.770 1.258 -1.5 2.1 -0.8 0.228
N 0.798 1.428 2.068 -2.5 0.6 0.4 -0.394
H -0.823 0.600 -0.460 0.4 0.9 2.6 0.217
H -0.514 -1.087 0.457 0.2 1.5 1.7 0.275
H 0.638 -0.219 -0.410 3.5 2.3 3.0 0.322
```
Forces are in eV/Å.

Output
- Spin multiplicity: 1
- Lowest unoccupied orbital energy: -0.28 eV
- Energy relative to the best compared isomer or geometry (same formula, charge and spin): 1702.2 kJ/mol
- Gap between HOMO and LUMO: 8.931 eV
- Energy: -28882.4921 eV
- HOMO level: -9.211 eV